Computed, not measured: 3 unconnected molecules or ions with the total composition C2H10N2O2 in a non-equilibrium geometry, with ωB97M-V/def2-TZVPD.

Relative energy (zero: lowest compared OMol25 entry of this formula, charge and spin) in kcal per mole: 39.5
Kohn-Sham gap in hartree: 0.2909
Spin multiplicity: 1
SMILES string: N/C=C/N.O.O

Geometry as XYZ:
```
16
Properties=species:S:1:pos:R:3:forces:R:3
C 0.32124 -1.42876 -0.17250 -0.18 0.11 -0.47
C -0.48750 -0.51518 -0.74736 -0.10 -0.37 -0.93
N 0.01397 0.42723 -1.67646 -0.88 0.33 0.27
N 0.02934 -2.70982 0.38024 1.86 -1.37 2.34
H 1.39501 -1.27707 -0.28624 -0.20 0.10 -0.23
H -1.60640 -0.47161 -0.67865 1.18 -0.46 0.00
H 1.01816 0.63441 -1.65591 -0.83 -0.09 0.20
H -0.57562 1.27469 -1.70828 1.08 -0.64 0.15
H 1.02475 -3.15598 0.68430 -3.57 1.33 -0.59
H -0.65212 -2.74260 1.20188 1.46 0.12 -1.50
H 0.00172 3.64346 0.12247 0.06 -2.71 -0.41
H 0.12925 2.08861 0.62218 -0.21 0.58 -0.14
O 0.00358 2.66187 -0.16559 0.04 2.76 0.61
H -0.20599 -0.01843 1.19411 0.69 0.14 -0.96
H -0.48367 0.45637 2.53642 1.43 1.40 -1.18
O 0.07759 0.73937 1.73564 -1.83 -1.24 2.83
```
Forces are in eV/Å.